No. 1
The following is a DFT calculation (the ωB97M-V functional and the def2-TZVPD basis) of 9 unconnected molecules or ions with the total composition C42H88BO31P2.

Last column: Mulliken charge in e.
Element x y z (Å)
C  3.86  -0.67  -0.27  -0.78
O  7.02  4.19  -8.02  -0.35
H  0.74  1.17  -5.31  0.19
H  -4.56  -11.20  3.14  0.32
P  6.60  11.55  -1.29  0.97
H  5.64  0.00  -1.23  0.29
H  3.60  5.15  -2.84  -1.02
C  -12.11  -4.83  4.13  -0.55
H  -9.84  -0.87  5.90  0.31
O  -8.23  -1.98  5.19  -0.29
H  -3.88  -0.25  5.16  0.29
H  -2.94  5.04  3.08  0.27
H  5.13  1.01  0.12  0.40
H  -3.26  -5.25  2.91  0.34
C  1.67  2.41  -0.44  -0.72
C  -12.96  -7.26  7.99  -0.63
H  5.13  4.99  -5.22  0.32
C  -2.59  4.02  3.24  -0.57
H  5.46  2.66  -11.16  0.27
C  5.28  4.73  -4.18  -0.69
H  -0.28  -5.77  0.41  0.26
H  3.95  -1.57  -0.86  0.24
H  6.36  8.93  -2.35  -0.07
O  -0.21  -4.44  1.94  -0.35
H  3.97  6.39  -3.98  0.43
C  -3.10  -5.01  1.86  -0.32
O  7.23  12.01  -2.71  -0.53
H  4.52  7.29  -2.01  0.58
O  2.79  0.79  -8.38  -0.57
H  4.82  9.67  0.90  -0.27
H  1.20  6.27  1.18  0.35
O  -12.90  -5.07  5.31  -0.33
H  -0.32  -0.97  3.55  0.32
H  7.04  5.56  -4.06  0.36
H  -5.33  -9.63  3.41  0.17
C  2.59  0.09  -0.76  -0.61
H  1.66  4.11  -1.87  0.37
H  -7.38  -3.35  1.33  0.21
H  7.17  2.88  -11.62  0.29
H  -2.21  -5.51  1.50  0.08
O  -7.82  -2.69  3.20  -0.24
O  -3.92  -7.53  1.69  -0.56
O  -4.63  1.32  4.02  -0.30
H  -1.89  4.02  4.08  0.30
C  -8.79  -2.43  4.07  0.80
C  4.42  5.67  -3.31  0.50
O  7.88  11.27  -0.34  -0.52
C  -8.27  -3.18  1.93  -0.67
H  -7.61  -14.58  1.55  0.29
H  2.92  5.93  -1.22  -0.28
C  6.26  3.38  -11.30  -0.62
C  0.10  -4.77  0.59  -0.80
C  5.18  6.47  -2.26  -0.61
C  5.48  5.72  -0.95  -0.59
H  6.12  -0.76  -7.75  0.21
O  -4.24  -5.38  1.08  -0.35
C  0.19  -3.22  2.31  0.85
H  1.26  -1.60  4.08  0.30
H  6.54  5.52  -0.93  0.48
H  5.45  0.65  -8.58  0.09
H  -8.80  -4.12  2.05  0.29
H  8.10  10.34  -0.46  0.32
H  2.25  1.55  -2.29  0.15
C  3.69  6.95  0.45  -0.21
C  3.16  0.43  -7.29  0.75
H  7.48  4.24  -6.03  0.01
O  -6.26  -13.23  3.38  -0.54
H  -6.91  -8.27  -0.36  0.25
C  -6.88  -12.39  2.79  0.75
C  5.21  -0.31  -8.13  -0.40
C  5.22  0.00  -0.24  -0.46
H  -5.50  -0.45  4.47  0.11
H  -12.14  -5.70  3.47  0.33
H  3.57  2.05  -1.29  -0.01
H  3.22  4.93  0.21  0.13
H  5.96  4.10  -12.06  0.24
H  6.56  -1.59  0.16  0.39
H  4.76  -0.97  -8.86  0.33
H  0.17  3.28  -1.59  0.51
C  1.06  3.65  -1.10  -0.88
O  -13.29  -6.20  7.10  -0.32
C  7.38  0.08  1.06  -0.72
H  -9.27  -13.99  1.36  0.22
H  -0.44  4.85  -0.13  0.40
C  -6.03  -8.23  0.27  -0.55
H  2.23  2.66  0.46  0.36
H  0.92  6.68  -0.50  0.37
C  6.17  -0.74  0.69  -0.73
H  -11.09  -4.59  4.40  0.23
H  -8.63  -14.33  2.98  0.29
H  6.08  6.90  -2.66  0.45
O  5.81  12.64  -0.75  -0.66
H  1.28  2.16  -6.68  0.33
H  -5.25  -8.85  -0.17  0.28
H  8.55  2.30  1.93  0.29
H  -13.02  -8.22  7.48  0.29
H  8.21  -0.59  1.25  0.49
C  1.19  1.14  -6.30  -0.70
H  -6.29  -8.61  1.26  0.20
H  -11.97  -7.12  8.41  0.29
H  9.11  0.85  2.72  0.32
O  -11.53  -6.80  5.82  -0.54
O  6.48  4.13  -10.10  -0.36
O  7.01  2.19  -9.07  -0.60
H  3.66  -1.01  0.74  0.32
C  -8.38  -13.96  1.99  -0.64
H  0.66  4.06  0.94  0.43
H  5.51  5.95  1.13  0.27
P  5.44  9.79  -1.70  -0.27
C  2.62  1.54  -1.27  -0.13
H  -13.69  -7.24  8.79  0.22
H  5.03  4.74  -0.92  0.09
O  -7.97  -12.59  2.05  -0.31
C  -4.53  -6.67  1.10  0.78
O  -9.97  -2.57  3.87  -0.57
C  -3.48  1.95  3.77  0.81
C  -5.44  -10.71  3.52  -0.65
C  -9.17  -1.66  6.22  -0.64
C  0.19  -1.75  4.10  -0.63
C  1.36  5.95  0.16  -1.05
O  -0.16  -3.04  3.58  -0.34
C  8.26  1.53  2.63  -0.76
O  6.65  4.71  -3.84  -0.59
H  -0.15  -1.73  5.13  0.19
H  7.66  0.74  0.25  0.40
O  3.66  8.19  -0.20  -0.83
H  -8.90  -2.44  1.44  0.31
H  3.43  7.19  1.48  0.55
H  4.92  3.73  -4.03  0.43
H  8.10  1.97  3.60  0.26
H  -12.55  -3.98  3.63  0.23
C  5.18  6.55  0.28  -0.19
O  2.47  0.54  -6.16  -0.23
O  0.74  -2.42  1.61  -0.56
H  2.13  -0.51  -1.53  0.36
C  7.39  3.50  -6.81  -0.37
H  6.90  11.43  -3.40  0.32
O  7.11  0.85  2.22  -0.31
H  -2.10  3.66  2.34  0.23
H  1.18  -4.76  0.42  0.36
H  0.84  1.78  -0.15  0.50
H  -0.39  -4.08  -0.10  0.34
O  4.33  -0.13  -7.00  -0.30
C  -12.48  -6.09  6.05  0.79
C  2.85  5.87  -0.16  0.22
H  -9.74  -2.54  6.51  0.27
H  5.66  -1.05  1.59  0.37
H  0.56  0.55  -6.97  0.31
H  1.88  0.05  0.06  0.17
O  -5.61  -6.87  0.34  -0.34
H  6.62  2.79  -6.53  0.22
H  -5.58  -10.95  4.58  0.33
H  -8.58  -1.32  7.07  0.22
B  4.97  8.87  0.00  0.99
H  8.34  2.99  -6.94  0.38
O  -2.39  1.44  3.74  -0.54
C  6.86  3.39  -9.06  0.90
O  -3.74  3.23  3.54  -0.36
H  -2.97  -3.94  1.76  0.18
O  5.89  7.74  0.29  -0.77
O  -6.60  -11.09  2.77  -0.24
H  -4.08  -0.59  3.42  0.27
C  0.61  4.62  0.01  -0.86
C  -4.50  -0.07  4.28  -0.49

Results
HOMO energy   -4.6257 eV
E   -127712.1426 eV
Max |F|   1.71 eV/A
Total charge   -1
Frontier orbital gap   5.840 eV


No. 2
The following is a DFT calculation (the ωB97M-V functional and the def2-TZVPD basis) of 11 unconnected molecules or ions with the total composition C42H88N2O24P2S6.

Last column: Mulliken charge in e.
Element x y z (Å)
O  -1.69  1.76  -2.64  -0.85
H  1.99  4.58  2.05  0.43
C  7.39  -2.04  2.13  -0.75
C  -8.43  -6.75  -2.97  -0.75
H  -0.07  6.43  -3.87  0.33
H  -1.31  5.41  -3.63  0.37
O  1.99  -1.57  -0.56  -0.76
O  -0.75  -2.34  -0.74  -0.78
C  3.38  9.62  -2.13  -0.52
H  4.44  4.10  2.56  0.26
H  3.84  7.47  -2.43  0.42
H  2.07  5.00  7.23  0.25
H  -7.31  -5.82  -4.55  0.31
S  0.81  -7.10  -6.08  1.04
H  9.67  4.44  6.08  0.37
O  6.05  -4.05  3.53  -0.65
C  0.88  -4.35  -5.99  -0.78
C  1.43  -6.15  -7.58  -0.55
O  -6.76  -2.50  -8.51  -0.65
H  0.38  -3.41  -5.78  0.42
C  -8.27  1.21  -1.30  -0.66
H  3.38  11.12  -5.12  0.39
C  2.13  5.88  6.59  -0.85
H  1.50  0.21  8.04  0.30
H  2.32  9.61  -2.40  0.25
H  -7.53  1.62  -0.61  0.38
O  2.76  8.31  -5.07  -0.62
H  -7.87  -4.68  -3.34  0.31
H  -1.36  7.01  -3.10  0.38
H  -5.18  -7.81  -3.19  0.38
H  -10.62  3.47  -2.44  0.34
O  0.84  -2.41  8.13  -0.36
C  -1.28  -0.30  -1.89  -0.74
H  1.33  -6.20  1.35  0.38
C  -10.07  2.88  -1.70  -0.52
H  -4.92  1.00  -8.09  0.29
O  -0.36  -8.00  -6.32  -0.63
H  -9.03  1.95  -3.31  0.34
H  -5.77  -7.68  -1.44  0.32
H  -3.54  0.57  -10.00  0.34
C  -0.76  0.87  -2.33  0.60
H  1.81  -4.08  -5.49  0.31
C  -5.00  -1.02  -9.90  -0.68
O  7.43  -2.42  4.77  -0.61
H  2.44  -6.51  -7.77  0.41
O  0.26  -4.19  6.30  -0.67
H  -4.39  -1.53  -6.54  0.34
H  -2.90  -0.82  -9.34  0.29
O  1.93  -7.58  -5.29  -0.63
H  -5.39  -5.40  -3.14  0.35
C  4.14  8.46  -2.76  -0.68
H  9.82  -3.51  1.32  0.26
C  -1.89  -0.74  4.83  -1.48
C  3.65  3.80  3.24  -0.21
H  -0.01  -4.44  10.00  0.29
H  -2.64  -1.50  4.59  0.35
H  0.29  -5.63  -4.20  0.44
C  2.44  4.72  3.03  -1.17
H  1.98  5.63  5.54  0.04
H  4.80  11.19  -2.39  0.34
H  3.54  6.97  7.70  0.33
C  -4.98  -0.96  -7.26  -0.50
C  -0.70  -1.19  5.57  0.11
H  -11.81  2.02  -0.49  0.43
C  9.67  -2.99  2.26  -0.59
S  7.21  -3.17  3.57  1.03
H  -1.69  -0.24  3.88  0.41
O  -7.79  -9.15  -1.75  -0.65
N  1.59  -5.36  1.85  -0.46
H  9.14  -1.34  1.10  0.32
H  -0.39  -5.64  8.87  0.32
H  1.64  4.41  3.70  0.30
C  -10.93  1.74  -1.07  -0.76
H  8.88  2.94  6.15  0.31
O  -1.33  -3.85  8.43  -0.27
C  0.98  -4.69  -7.50  -0.54
O  -4.39  -3.29  -8.36  -0.61
O  -1.19  -1.92  6.67  -0.30
H  -9.32  -6.99  -3.55  0.45
H  8.41  -4.81  2.52  0.36
H  1.69  -4.05  -8.02  0.31
C  -8.88  2.30  -2.29  -0.61
O  6.38  4.03  5.65  -0.27
S  -9.64  0.59  -0.29  1.04
S  4.04  8.79  -4.57  1.03
H  -6.33  -5.37  -1.74  0.31
H  4.97  11.07  -4.77  0.32
H  -2.35  -0.42  -1.90  0.44
C  3.87  10.89  -2.85  -0.74
C  -0.83  -4.77  9.36  -0.17
O  5.47  6.08  4.24  -0.75
H  -1.53  6.67  -4.69  0.38
C  1.19  -0.92  -1.19  0.42
C  4.04  10.65  -4.39  -0.56
C  8.86  -1.74  2.07  -0.48
C  0.18  -5.51  -5.28  -0.71
O  -7.45  -8.91  -4.31  -0.62
C  -5.96  -7.49  -2.50  -0.59
H  3.30  -0.07  7.65  0.36
C  -7.50  -5.69  -3.48  -0.48
H  -2.95  -5.42  9.76  0.32
H  0.05  -1.77  5.02  0.37
H  -9.71  3.61  -0.98  0.30
C  1.60  0.28  -1.82  -0.57
P  5.12  4.97  5.18  0.83
C  3.53  6.51  6.72  -0.28
H  2.64  0.52  -1.73  0.35
H  -8.65  -6.57  -1.92  0.33
H  -2.23  -4.44  11.01  0.31
C  -3.85  -0.29  -9.40  -0.50
H  3.56  7.34  6.01  0.29
H  -5.89  -0.39  -9.96  0.30
O  4.07  3.82  4.61  -0.20
H  3.54  9.62  -1.05  0.35
O  -9.87  -0.85  -0.54  -0.63
H  9.24  -4.32  4.07  0.42
H  -2.42  0.00  5.44  0.31
H  -5.90  -0.72  -6.74  0.33
O  4.49  5.47  6.58  -0.27
C  2.05  -1.87  7.56  -0.21
H  -4.84  -1.67  -10.76  0.40
C  7.61  4.74  5.94  -0.20
H  0.87  -4.70  1.60  0.35
S  -5.37  -2.18  -8.49  1.04
C  8.82  -4.00  3.12  -0.72
H  8.99  3.68  4.59  0.31
S  -7.49  -8.36  -2.95  1.07
O  1.24  2.23  -2.89  -0.83
H  10.69  -2.91  2.61  0.33
H  3.26  11.77  -2.65  0.34
N  -1.08  6.38  -3.84  -0.48
H  2.47  -5.00  1.51  0.36
H  5.20  8.63  -2.57  0.32
H  -1.62  -6.06  10.79  0.37
H  6.72  -1.19  2.30  0.42
H  -11.31  1.18  -1.93  0.35
H  -0.06  -4.58  -7.80  0.27
O  5.27  8.35  -5.29  -0.65
H  -7.74  0.42  -1.83  0.37
H  1.60  -5.42  2.86  0.36
C  -2.00  -5.19  10.26  -1.21
H  2.45  -0.48  9.19  0.33
C  8.82  3.90  5.65  -1.27
H  2.10  -1.94  6.48  0.31
H  -0.89  -5.42  -5.44  0.32
H  -0.19  -0.26  5.82  0.13
C  -4.25  0.15  -8.00  -0.77
H  6.91  -2.57  1.30  0.36
H  7.68  5.69  5.42  0.36
H  -8.04  2.99  -2.33  0.25
H  7.54  4.95  7.01  0.28
H  -3.44  0.54  -7.39  0.37
H  9.10  -1.00  2.83  0.29
H  3.56  2.72  3.08  0.40
H  2.58  5.79  3.21  0.27
P  -0.33  -3.20  7.28  0.90
C  0.72  1.18  -2.36  0.33
H  1.29  6.50  6.89  0.43
C  -0.35  -1.29  -1.31  0.45
C  2.38  -0.43  8.10  -1.16
H  2.83  -2.54  7.92  0.35
O  -9.36  1.09  1.05  -0.63
C  -6.23  -5.91  -2.68  -0.73
H  0.93  -6.47  -8.50  0.32

Results
HOMO energy   -4.5278 eV
E   -180682.2827 eV
Max |F|   5.20 eV/A
Total charge   0
Frontier orbital gap   2.963 eV